{
  "formula": "C3H6ClNO",
  "method": "ωB97M-V/def2-TZVPD",
  "elements": ["C", "C", "C", "N", "O", "Cl", "H", "H", "H", "H", "H", "H"],
  "positions_angstrom": [[0.963, 1.044, -0.298], [-1.162, -0.353, -0.678], [0.163, -0.117, 0.076], [0.039, -0.101, 1.434], [0.828, 1.801, -1.198], [1.293, -1.564, -0.537], [1.954, 1.116, 0.440], [-2.108, -0.004, -0.249], [-1.224, -1.438, -0.988], [-1.017, 0.098, -1.776], [-0.639, -0.585, 1.962], [0.910, 0.102, 1.813]],
  "forces_ev_per_a": [[3.872, 0.922, 1.042], [0.877, -0.482, -3.682], [-2.871, -2.049, -0.611], [-0.385, 0.739, -0.600], [-0.497, 0.259, -0.363], [0.126, 0.332, 0.071], [-1.996, 0.058, -1.375], [0.583, 0.127, 0.182], [-0.201, 1.070, 0.966], [-0.450, -0.453, 2.489], [-0.407, -0.708, 0.156], [1.349, 0.185, 1.723]],
  "gap_ev": 10.629,
  "charge": 0,
  "e_above_lowest_kj_mol": 135.60,
  "e_lumo_ev": 0.61,
  "smiles": "C[C@@](N)(Cl)C=O",
  "homo_energy_ev": -10.023,
  "energy_ha": -708.062453
}